Entry from OMol25: 9 unconnected molecules or ions with the total composition C46H107N5O12 (ωB97M-V/def2-TZVPD).

XYZ file:
```
170
Properties=species:S:1:pos:R:3:forces:R:3:lowdin_charge:R:1
C 0.6892 -4.9166 0.3495 0.66 -0.26 0.64 -0.064
C 0.9522 -4.9908 1.8717 -0.41 -0.74 -1.51 -0.264
N 1.6655 -3.8723 2.4317 -0.75 0.25 1.70 -0.127
C 0.7907 -2.6935 2.4599 -0.55 0.40 -1.20 -0.262
C 1.5265 -1.4129 2.6713 0.52 0.73 0.89 -0.069
C 1.9527 -4.2204 3.8434 1.22 -0.97 0.44 -0.261
C 3.1437 -5.1777 4.0029 0.33 1.09 -0.76 -0.086
H 0.3548 -3.9331 0.0194 -0.07 -0.08 -0.01 0.055
H -0.0701 -5.6677 0.1317 -0.03 0.10 -0.27 0.061
H 1.6064 -5.1928 -0.1707 -0.04 0.16 -0.26 0.068
H -0.0331 -5.1776 2.2987 -0.25 0.35 0.74 0.092
H 1.5137 -5.9067 2.0558 0.10 0.03 0.00 0.107
H 0.2777 -2.5562 1.5080 0.20 -0.38 -0.28 0.082
H -0.0659 -2.7779 3.1286 0.12 -0.33 0.68 0.104
H 0.8607 -0.5749 2.8773 -0.25 -0.06 -0.32 0.076
H 2.1273 -1.4610 3.5795 0.38 -0.07 -0.01 0.062
H 2.1750 -1.1412 1.8384 -0.09 -0.12 0.04 0.060
H 1.1717 -4.7381 4.4002 -1.06 0.31 -0.37 0.111
H 2.2318 -3.3618 4.4542 -0.26 0.35 -0.40 0.104
H 3.9536 -4.6439 3.5057 0.47 -0.32 0.04 0.062
H 3.0290 -6.1412 3.5062 -0.10 -0.02 0.30 0.062
H 3.3909 -5.2603 5.0613 -0.03 -0.34 -0.07 0.073
C 1.5244 3.6030 -6.3979 1.13 -1.17 -0.17 -0.085
C 2.1397 3.6477 -4.9743 -2.72 -0.26 -0.40 -0.216
N 1.1155 4.1933 -4.0446 1.46 1.90 1.19 -0.173
C -0.2386 3.6788 -4.0926 -0.25 -1.05 -0.66 -0.238
C -0.3809 2.1999 -3.6852 0.47 -0.06 0.01 -0.079
C 1.6387 4.2648 -2.6521 0.43 0.57 -0.48 -0.235
C 2.9951 4.9956 -2.5266 0.06 -0.97 -0.98 -0.083
H 0.6670 2.9313 -6.4416 -0.01 0.07 0.01 0.051
H 2.2899 3.1384 -7.0194 0.06 -0.26 -0.22 0.063
H 1.2849 4.5066 -6.9584 -0.06 0.43 0.82 0.077
H 2.2992 2.6409 -4.5885 0.49 -0.67 -0.55 0.092
H 3.1253 4.1110 -5.0209 -0.44 0.66 0.51 0.107
H -0.9275 4.2839 -3.5032 0.39 0.29 0.25 0.098
H -0.6266 3.7329 -5.1098 0.11 0.33 -0.07 0.097
H -0.0600 2.0506 -2.6542 -0.16 -0.02 0.05 0.040
H -1.3712 1.7683 -3.8302 -0.26 0.35 0.15 0.080
H 0.2643 1.5803 -4.3080 0.26 -0.08 -0.05 0.056
H 1.7568 3.2516 -2.2679 -0.02 -0.25 0.43 0.092
H 0.9792 4.8462 -2.0078 -0.60 -0.35 -0.24 0.092
H 3.2571 5.2294 -1.4947 -0.32 0.38 -0.14 0.057
H 3.0060 5.8316 -3.2259 -0.07 0.45 0.49 0.078
H 3.8110 4.3596 -2.8700 0.08 -0.20 -0.03 0.059
C -1.5645 0.6627 6.3963 -0.58 0.02 1.42 -0.081
C -2.6107 1.7835 6.2362 1.26 -0.68 -2.16 -0.260
N -3.8563 1.3162 5.6651 -0.53 0.08 -0.09 -0.206
C -4.4709 0.2316 6.4244 -1.31 0.41 -1.14 -0.235
C -5.7037 -0.2836 5.6150 -0.11 0.00 1.51 -0.087
C -4.7995 2.4490 5.5163 0.28 -0.67 -0.87 -0.252
C -4.3494 3.4968 4.5029 0.50 0.45 1.00 -0.083
H -1.8752 0.0447 7.2388 0.33 -0.15 0.21 0.059
H -0.6038 1.1118 6.6482 0.03 -0.08 -0.06 0.076
H -1.4340 -0.0405 5.5737 -0.20 0.45 -0.33 0.055
H -2.7089 2.4264 7.1109 -0.07 -0.12 0.45 0.120
H -2.1619 2.3668 5.4322 -0.07 0.71 0.18 0.101
H -3.7807 -0.5954 6.5909 0.05 0.21 -0.07 0.100
H -4.7990 0.6528 7.3747 -0.15 -0.34 0.59 0.113
H -5.4742 -0.3301 4.5505 -0.09 -0.36 0.13 0.075
H -6.0828 -1.1942 6.0789 0.60 -0.71 -0.52 0.065
H -6.6134 0.2921 5.7853 0.28 0.75 -0.32 0.057
H -4.9367 2.9259 6.4867 -0.15 0.24 0.32 0.114
H -5.7805 2.1167 5.1767 0.19 -0.42 0.23 0.096
H -5.2064 4.1386 4.2984 0.15 0.08 -0.24 0.074
H -3.8830 3.1386 3.5851 -0.35 -0.35 0.02 0.067
H -3.5930 4.0922 5.0142 0.06 0.39 -0.31 0.064
C -1.0847 -1.2674 -5.3487 0.16 -0.39 0.43 -0.090
C 0.2494 -1.0367 -6.0652 -1.38 1.06 0.32 -0.275
N 1.3375 -1.3666 -5.1740 0.99 0.95 -0.08 -0.164
C 2.5883 -0.6276 -5.5029 -0.20 -0.07 0.77 -0.262
C 3.3004 -1.0291 -6.7501 -0.39 -0.50 -0.78 -0.090
C 1.4306 -2.7935 -4.8548 -1.62 0.87 0.18 -0.262
C 2.5931 -3.1647 -4.0123 1.57 -0.53 -0.33 -0.081
H -1.9338 -0.6210 -5.5704 0.23 0.07 -0.71 0.070
H -0.8524 -1.0290 -4.3108 -0.25 -0.50 0.29 0.055
H -1.3830 -2.3045 -5.5024 -0.28 0.00 0.49 0.068
H 0.1997 -1.5189 -7.0414 0.51 -0.40 -0.23 0.110
H 0.2294 0.0355 -6.2603 0.69 0.15 -0.11 0.101
H 3.3299 -0.6837 -4.7061 -0.25 -0.48 0.50 0.102
H 2.4305 0.4505 -5.5323 -0.81 0.06 -0.05 0.091
H 4.1376 -0.3547 -6.9298 0.23 -0.33 -0.03 0.081
H 2.6431 -0.9857 -7.6186 -0.05 0.15 -0.12 0.072
H 3.5763 -2.0790 -6.6515 0.55 0.03 -0.22 0.067
H 0.5266 -3.1056 -4.3319 -0.33 0.47 0.37 0.102
H 1.2920 -3.3900 -5.7565 0.88 -0.37 -0.47 0.119
H 3.4697 -3.0194 -4.6437 0.42 -0.54 0.07 0.053
H 2.8682 -2.6089 -3.1160 -0.88 0.47 0.06 0.073
H 2.5085 -4.2057 -3.7006 0.19 -0.08 -0.20 0.089
C -3.5856 -3.2621 -0.6743 0.61 -0.47 0.75 -0.075
C -4.2432 -4.1886 0.3897 -0.57 0.25 -0.22 -0.219
N -3.6586 -4.2661 1.7558 0.21 -0.28 -0.84 -0.156
C -2.9124 -5.5131 1.9284 0.60 0.92 0.52 -0.281
C -3.8098 -6.7121 2.0927 -0.03 0.15 -0.13 -0.079
C -2.9435 -3.0767 2.2227 -0.87 0.46 -0.48 -0.271
C -2.7491 -3.0656 3.6998 0.76 -0.42 0.99 -0.090
H -2.5341 -3.5091 -0.8205 0.32 -0.08 0.47 0.059
H -3.6166 -2.2251 -0.3399 -0.15 0.07 -0.33 0.058
H -3.9356 -3.3915 -1.6984 -0.81 0.14 0.26 0.069
H -5.3011 -3.9654 0.5275 -0.11 0.78 -0.13 0.105
H -4.3634 -5.1810 -0.0449 0.67 -0.28 0.19 0.095
H -2.1211 -5.6167 1.1859 -0.10 -0.32 -0.72 0.098
H -2.3086 -5.4082 2.8298 -0.25 -0.08 0.28 0.087
H -4.5484 -6.4407 2.8469 0.03 -0.30 0.16 0.081
H -4.3624 -6.9602 1.1865 0.11 -0.09 -0.06 0.062
H -3.2030 -7.5640 2.3996 -0.24 -0.15 0.04 0.074
H -3.5494 -2.1879 2.0469 -0.31 -0.06 -0.58 0.108
H -1.9946 -2.8716 1.7271 0.23 -0.24 -0.24 0.096
H -3.6727 -3.1552 4.2717 -0.08 -0.15 -0.16 0.085
H -2.2443 -2.1596 4.0353 -0.02 0.17 -0.16 0.053
H -2.0646 -3.8692 3.9712 -0.12 -0.10 0.40 0.058
C -3.6311 9.0369 -3.2263 1.59 0.91 0.32 -0.058
C -2.5475 8.4517 -2.2959 -0.87 0.10 -0.45 -0.205
O -3.1041 7.1783 -2.0560 -0.79 -1.31 0.15 0.007
C -2.4077 6.1407 -1.6155 3.25 1.85 0.33 -0.613
O -1.1956 6.2115 -1.3822 -1.73 -0.74 -0.15 0.084
O -3.2090 5.1408 -1.4823 -1.41 -1.76 0.11 0.025
C -2.7585 3.8778 -0.9205 0.68 0.75 -0.08 0.009
H -4.6407 8.9395 -2.8271 0.22 -0.10 -0.03 0.081
H -3.5102 8.5784 -4.2078 -0.35 -0.11 0.09 0.078
H -3.3644 10.0879 -3.3374 -0.38 0.24 -0.19 0.070
H -2.4317 8.9585 -1.3378 -0.11 0.21 -0.05 0.126
H -1.5698 8.4046 -2.7755 -0.04 -0.18 -0.04 0.125
H -3.6253 3.2339 -0.7713 0.03 0.38 -0.07 0.100
H -2.2591 4.1132 0.0194 -0.02 -0.33 0.00 0.093
H -2.0552 3.4021 -1.6040 -0.01 0.02 0.10 0.074
C 4.8814 -1.6979 1.4532 -0.18 -1.52 -0.62 -0.041
C 4.6105 -2.8384 0.3652 -0.33 0.37 4.50 -0.227
O 5.0229 -2.2602 -0.7944 0.65 0.56 -2.66 0.032
C 5.5835 -3.0309 -1.7194 0.78 -2.78 0.05 -0.556
O 5.7493 -4.2558 -1.6234 -0.43 2.59 -0.34 0.089
O 5.9657 -2.2716 -2.7468 -0.15 0.46 1.49 -0.011
C 6.5719 -2.8692 -3.8732 -1.89 -0.44 -0.89 -0.039
H 4.8089 -2.0464 2.4834 -0.68 -0.28 -0.05 0.061
H 4.1777 -0.8866 1.2667 0.46 0.23 0.16 0.049
H 5.9359 -1.4255 1.4096 -0.09 0.44 -0.56 0.078
H 3.5609 -3.1318 0.3854 -0.20 0.28 -0.37 0.107
H 5.1345 -3.7387 0.6859 0.44 0.04 -0.58 0.122
H 5.9634 -2.4022 -4.6476 1.03 0.52 -0.70 0.084
H 6.1969 -3.8853 -3.9953 0.84 -0.42 0.52 0.095
H 7.6518 -2.7277 -3.9159 -0.29 -0.05 0.00 0.105
C 1.1399 4.7438 0.8811 -0.34 -0.72 1.59 -0.034
C 0.8576 3.2335 1.0368 -0.59 1.25 -0.41 -0.227
O 1.9684 2.4318 1.3748 1.51 -0.92 1.22 0.015
C 2.4468 2.3318 2.6570 -1.68 1.58 1.73 -0.519
O 2.0879 3.0157 3.6379 0.98 -1.78 -2.71 0.086
O 3.3166 1.3283 2.6761 0.14 -1.12 -1.23 -0.034
C 4.0669 0.9314 3.8360 0.10 1.63 0.22 -0.021
H 1.4191 5.1243 1.8636 0.22 0.02 0.12 0.072
H 0.1566 5.1842 0.7158 0.22 0.30 -0.69 0.065
H 1.9284 5.0498 0.1936 -0.43 -0.31 -0.28 0.057
H 0.4487 2.8455 0.1038 0.51 -0.20 -0.12 0.091
H 0.0318 3.0595 1.7267 0.19 0.22 0.44 0.116
H 3.4089 0.5589 4.6210 0.07 0.45 0.09 0.098
H 4.6409 1.8350 4.0411 -0.22 -0.02 1.12 0.100
H 4.8535 0.1955 3.6696 -0.62 -0.29 -1.04 0.080
C 1.5179 -0.0437 -1.4391 0.20 1.41 -0.64 -0.037
C 0.0735 -0.4849 -1.4058 1.06 -0.65 0.21 -0.170
O -0.4036 -0.6670 -0.0587 -0.11 -0.85 -0.27 0.043
C -1.1117 0.2225 0.5776 -0.34 1.18 1.78 -0.561
O -1.3799 1.3580 0.2477 -0.23 -0.69 -0.42 0.104
O -1.4229 -0.2969 1.8038 0.65 -0.69 -0.54 -0.052
C -2.3187 0.4187 2.6598 -0.57 0.70 -1.38 -0.030
H 1.7999 -0.1786 -2.4833 0.32 -0.19 -0.12 0.068
H 2.2641 -0.5087 -0.7949 -0.49 -0.54 0.08 0.080
H 1.6359 1.0283 -1.2806 -0.16 0.17 0.26 0.058
H 0.1238 -1.4890 -1.8269 -0.70 -0.13 0.10 0.116
H -0.5599 0.1445 -2.0310 -0.12 0.01 0.43 0.100
H -2.3867 0.0206 3.6723 0.58 -0.05 -0.34 0.059
H -3.2974 0.3103 2.1925 -0.30 0.18 0.25 0.097
H -2.0519 1.4742 2.6073 -0.05 0.02 0.48 0.086
```
Positions in Å, forces in eV/Å.

charge: 0
HOMO-LUMO gap: 8.54 eV
E_tot: -81454.0507 eV
E_HOMO: -0.2909 Ha